ORCA calculation (the ωB97M-V functional and the def2-TZVPD basis) on C48H66NOP3SSiTi as an isolated structure in a non-equilibrium geometry.

ORCA input file:
```
! wB97M-V def2-TZVPD RIJCOSX def2/J DEFGRID3
* xyz -1 2
C -1.143 3.516 4.030
C 0.028 -3.504 3.223
H -4.140 -1.765 -0.863
C 0.248 3.714 -1.825
H 4.227 -0.651 2.825
H -3.636 3.349 0.531
H 2.893 -2.702 3.790
H 0.409 0.304 -3.743
C -1.297 -2.237 -2.670
H 2.767 -4.687 0.126
C -1.029 -4.427 3.246
H -1.237 -3.228 -4.587
H -1.501 5.674 -1.115
H 2.668 -2.249 0.121
H -4.645 1.587 -1.642
H 0.928 2.840 -1.805
C -1.857 -2.894 -3.778
C 0.043 -2.454 2.273
H -2.895 4.690 -0.571
C -2.094 -1.862 -1.553
H -1.040 -5.248 3.946
H 5.500 3.757 0.284
C -4.654 1.807 1.685
C -2.800 1.399 0.211
H -0.768 4.305 6.000
P 0.468 -1.748 -2.615
H -2.554 1.910 -4.726
C -3.237 -3.101 -3.828
Si -1.214 -0.903 -0.023
H 2.317 0.482 -5.082
C -2.066 -4.301 2.325
H -2.650 0.522 -2.650
C 2.221 -0.474 -4.545
S 1.905 0.347 -1.020
Ti 0.897 0.333 0.827
H 2.238 -0.937 5.766
C -4.685 0.478 2.023
C -1.912 2.120 -3.844
H 1.557 3.439 6.066
C 2.550 5.449 0.331
H 4.739 -1.965 1.474
C 1.528 2.722 4.017
H 2.534 -1.287 -5.209
C -0.102 -0.959 -5.409
C 1.731 4.427 0.825
C -2.010 4.707 -1.229
C 2.502 -1.692 3.766
H -0.970 1.654 -4.048
C -0.331 3.785 5.148
H -2.378 4.571 -2.238
H -5.467 0.153 2.691
C 0.733 -0.676 -4.142
H 0.178 -1.941 -5.836
H 4.504 6.015 -0.283
C 3.900 5.223 0.135
H 2.854 -0.406 -3.638
C -0.627 2.852 2.917
C -1.042 3.561 -0.889
C -3.669 2.318 0.826
C 2.930 -3.225 -3.070
C -2.619 1.595 -2.579
C -3.761 -0.439 1.493
C 0.845 -4.414 -3.969
H 0.811 4.614 -1.549
H -1.279 2.661 2.070
H -0.095 3.878 -2.872
H 0.851 -4.049 -4.997
H -3.649 -3.568 -4.709
H -2.225 3.722 4.084
N 1.398 2.169 1.630
H 3.988 1.919 0.971
H -3.794 -1.478 1.796
C 4.184 -2.906 1.542
H 2.594 2.431 4.094
C 2.701 -2.758 1.077
C 3.600 2.919 0.826
H -5.100 -2.918 -2.797
C 0.757 2.482 2.875
H 1.167 -2.259 5.428
H -4.177 3.200 -2.259
C -1.021 -2.346 1.345
P 1.658 -1.592 2.094
C 3.623 -0.621 3.740
H -5.333 2.492 2.163
C -3.484 -2.094 -1.660
H -0.723 3.679 0.177
H 1.085 -4.167 0.430
H 1.156 -3.869 -1.966
C 2.096 -4.181 0.849
H 1.542 -5.270 -3.936
H -4.627 1.930 -3.354
H -1.706 0.163 4.793
H -0.142 -4.824 -3.763
H 3.455 -4.108 -2.672
H 2.092 -4.768 1.796
H 4.268 -3.304 2.543
C 0.972 3.349 5.149
H 0.135 -0.196 -6.172
P -1.518 1.713 -1.040
C 1.627 -1.395 4.981
H 2.109 6.416 0.109
H 0.878 -0.656 4.726
H -1.757 3.226 -3.817
H 3.337 -2.335 -2.554
C 4.444 3.954 0.402
H 3.241 -3.146 -4.120
C -2.773 0.039 0.639
H 0.716 4.682 1.104
H -2.906 -3.228 0.692
C 2.241 3.137 1.056
C 1.373 -3.413 -2.926
H 4.694 -3.546 0.809
H -1.189 -0.943 -5.312
O -1.249 -0.287 4.050
H -2.864 -5.014 2.294
H -2.000 -0.755 3.642
C -4.042 -2.761 -2.773
H 0.824 -3.614 3.947
H 3.112 0.368 3.824
C -4.059 2.106 -2.411
C -2.055 -3.294 1.379
H 4.220 -0.815 4.629
*
```

Properties
<S²>   0.764
Largest force on an atom   0.0524 hartree/bohr
HOMO-LUMO gap (alpha / beta)   5.45 / 5.85 eV
Relative energy (zero: lowest compared OMol25 entry of this formula, charge and spin)   0.000 eV
HOMO energy (alpha / beta)   -3.01 / -3.40 eV